[1]
Computed, not measured: one molecule with the formula C8H9ClO3 at a distorted geometry, with wB97M-V/def2-TZVPD.

Last column: Mulliken charge in e.
Atoms and positions in Å:
C  -1.32181  -1.34404  0.49420  0.305
C  -1.62126  -0.01630  0.38588  -0.207
C  0.06925  -1.44335  0.77005  0.017
C  2.38484  -1.02402  -2.04289  -0.642
C  2.42782  -0.31461  -0.88814  -0.198
C  0.64005  -0.03635  0.75957  0.815
C  -2.82700  2.00575  0.37279  -0.579
C  1.19004  0.53832  -0.53361  -0.753
O  0.82838  -2.28694  1.24944  -0.618
O  1.29384  0.34303  1.77639  -0.427
O  -2.76579  0.63526  0.18780  -0.310
Cl  -2.29255  -2.81082  0.42700  -0.219
H  3.15385  -1.84708  -2.06025  0.230
H  1.59704  -0.86088  -2.79993  0.272
H  3.06536  -0.40916  -0.02840  0.379
H  -3.94822  2.13381  0.00596  0.216
H  -2.15761  2.53289  -0.29315  0.293
H  -2.67256  2.32232  1.43484  0.266
H  1.35425  1.64936  -0.46119  0.377
H  0.48681  0.46165  -1.28890  0.346
H  1.11527  -0.22885  2.53256  0.435

* energy above the lowest of the compared OMol25 structures with the same formula, charge and spin: 138.0 kcal per mole
* LUMO (spin up / spin down): 0.02 / 0.02 eV


[2]
Computed, not measured: C10H21K2N4O11S as an isolated structure at a distorted geometry, with wB97M-V/def2-TZVPD.

Last column: Mulliken charge in e.
Atoms and positions in Å:
K  9.30975  3.53725  13.12158  0.944
K  13.18714  3.74332  14.77073  0.933
C  11.07057  6.34821  15.39063  0.547
O  11.09422  5.38409  14.37483  -0.912
H  12.07705  6.49235  15.83666  0.111
H  10.80962  7.34171  14.99878  -0.504
H  10.36312  6.07445  16.18049  -0.173
C  13.05022  9.77025  15.10304  -0.807
N  12.65020  9.29107  13.76392  0.989
O  13.19075  8.27807  13.35473  -0.513
O  11.87075  9.95454  13.12051  -0.536
H  12.74766  9.04071  15.84790  0.268
H  12.58272  10.73275  15.28447  0.344
H  14.12881  9.91013  15.07447  0.282
C  15.64483  6.59635  14.53222  -0.718
N  16.59923  7.63796  14.06115  0.944
O  17.72786  7.25837  13.83757  -0.561
O  16.20053  8.77216  13.93798  -0.500
H  14.79096  7.09976  14.97358  0.209
H  16.17547  5.97183  15.24407  0.332
H  15.34789  6.04259  13.64366  0.289
C  8.76276  9.64085  14.43114  -0.815
N  9.53128  10.18936  15.57161  0.967
O  9.50709  9.60102  16.63072  -0.489
O  10.14699  11.20939  15.34842  -0.542
H  9.46675  9.20403  13.72903  0.287
H  8.25418  10.46572  13.94022  0.361
H  8.01380  8.94827  14.80204  0.237
C  9.13515  6.14432  19.26073  -0.157
C  8.02405  6.36867  20.29718  -0.543
O  7.01556  7.09346  19.58600  -0.354
S  7.76573  8.17351  18.67125  1.167
O  8.22770  9.25503  19.46372  -0.563
O  6.94642  8.41771  17.54008  -0.576
O  8.97880  7.16475  18.28186  -0.005
H  8.98195  5.16496  18.81132  0.124
H  10.09391  6.25439  19.76301  0.272
H  8.32480  6.99707  21.14065  0.317
H  7.57920  5.46302  20.69873  0.323
N  8.32043  2.79054  16.81410  0.064
C  7.18639  2.07351  17.14239  -0.563
C  6.13090  2.93115  17.01226  -0.488
C  6.61477  4.19561  16.61203  -0.423
C  7.97666  4.07967  16.48573  -0.845
H  9.24729  2.41342  16.76424  0.211
H  7.28720  1.03592  17.40675  0.439
H  5.10393  2.65226  17.18818  0.424
H  5.99198  5.03656  16.35862  0.487
H  8.72233  4.78376  16.14568  0.714

* net charge: +1
* LUMO: -4.28 eV


[3]
Computed, not measured: a 6-piece molecular cluster, C6H23NO6 overall at a distorted geometry, with wB97M-V/def2-TZVPD.

Last column: Mulliken charge in e.
Atoms and positions in Å:
N  -0.82500  2.89384  0.78713  -0.503
C  -1.31707  1.54720  0.50862  -0.113
C  -1.00119  0.47087  1.17125  -0.142
C  -1.62995  -0.90615  0.96927  -0.779
C  -0.58167  -2.07199  0.42143  -0.083
C  -0.29492  -1.98513  -1.07278  -0.678
C  0.40629  -0.72118  -1.35285  0.663
O  -0.49860  0.37128  -1.72418  -0.479
H  -0.65255  2.92678  1.81432  0.215
H  -1.26740  3.68156  0.43749  0.266
H  -2.00625  1.37700  -0.30917  0.243
H  -0.15082  0.26537  1.86617  0.322
H  -2.11066  -1.39731  1.99206  0.210
H  -2.42873  -0.80407  0.27505  0.333
H  0.37842  -1.78680  0.84403  -0.177
H  -0.67368  -3.19938  0.61469  0.357
H  -1.15743  -2.18455  -1.74341  0.271
H  0.30672  -2.86407  -1.29614  0.378
H  1.17730  -0.70191  -2.16268  0.445
H  0.91790  -0.21961  -0.43697  -1.005
H  -1.26350  0.10690  -2.19379  0.262
O  3.11119  1.10404  -0.13503  -0.745
H  2.48138  0.67416  -0.71044  0.447
H  3.01592  2.09583  -0.31965  0.403
O  2.22673  -2.17610  1.68171  -0.686
H  3.13006  -2.11952  1.35128  0.278
H  2.06626  -1.22688  1.94352  0.409
O  1.58811  3.17829  -0.70332  -0.693
H  0.84537  2.81867  -1.21532  0.275
H  1.00778  3.76424  -0.21174  0.343
O  2.10425  0.48739  2.10059  -0.674
H  2.76864  0.83174  2.68552  0.259
H  2.22558  0.92840  1.22887  0.385
O  -3.64038  -1.66240  -2.23916  -0.582
H  -3.86572  -2.51255  -2.57813  0.276
H  -4.39235  -0.98396  -2.28829  0.301

* energy above the lowest of the compared OMol25 structures with the same formula, charge and spin: 86.6 kcal per mole
* SMILES: N/C=C/CCCCO.O.O.O.O.O
* LUMO: 0.41 eV


[4]
Computed, not measured: an isolated ion of composition C5H8N and charge +1 at a distorted geometry, with wB97M-V/def2-TZVPD.

Last column: Mulliken charge in e.
Atoms and positions in Å:
C  2.07385  0.02831  -0.10903  -0.978
C  0.74649  -0.51874  -0.00935  0.681
C  0.05859  -1.47164  0.55243  -0.693
C  -1.28626  -1.23731  -0.42295  -0.451
C  -0.48665  -0.00308  -0.40784  0.111
N  -1.06265  1.21396  0.29859  -0.383
H  2.34490  -0.35421  -1.04613  0.297
H  2.75678  -0.40660  0.79070  0.303
H  2.10054  1.06465  0.07392  0.361
H  -1.43936  -1.79732  -1.25765  0.309
H  -2.27721  -1.13415  0.13544  0.261
H  -2.14176  1.33982  0.17688  0.395
H  -0.60690  2.00143  -0.12331  0.382
H  -0.78035  1.27485  1.34832  0.406

* net charge: +1
* energy above the lowest of the compared OMol25 structures with the same formula, charge and spin: 124.5 kcal per mole
* SMILES: CC1=C2C[C@]12[NH3+]
* LUMO: -4.36 eV